# 1
# C2H8N4

2 unconnected molecules or ions with the total composition C2H8N4 (wB97M-V/def2-TZVPD, the OMol25 dataset).

Summary:
- total energy (Ha) = -299.90877
- highest occupied orbital energy (eV) = -8.85
- energy above the lowest of the compared OMol25 structures with the same formula, charge and spin (eV) = 3.318
- HOMO-LUMO gap (hartree) = 0.3608
- SMILES string = C1CNN=N1.N

```
! RIJCOSX wB97M-V def2-TZVPD def2/J DEFGRID3
* xyz 0 1
C -1.29805 -0.99291 -0.04766
C -1.71600 0.55052 -0.02427
N -0.43879 1.14035 -0.43949
N 0.47308 0.19112 -0.86806
N -0.04147 -0.94232 -0.76546
H -1.22723 -1.40544 1.05208
H -1.95562 -1.74445 -0.59204
H -2.43352 0.74658 -0.76122
H -2.12648 0.81897 1.00459
H -0.20953 2.11884 -0.37464
N 2.68557 -0.14846 0.07055
H 3.46930 0.33545 0.37783
H 1.90317 0.27520 0.52929
H 2.91556 -0.94344 0.83850
*
```

# 2
# C32H70F12K2N2O22S4

A molecular structure, C32H70F12K2N2O22S4 (wB97M-V/def2-TZVPD, the OMol25 dataset).

Summary:
- total energy (Ha) = -7016.79721
- highest occupied orbital energy (eV) = -9.28
- energy above the lowest of the compared OMol25 structures with the same formula, charge and spin (eV) = 0.000
- HOMO-LUMO gap (hartree) = 0.3424

```
! RIJCOSX wB97M-V def2-TZVPD def2/J DEFGRID3
* xyz 0 1
K 2.04388 2.53339 -2.17593
K 2.51232 -1.72604 -0.71793
C 5.45195 0.63631 -0.60987
F 4.70740 1.26006 0.30067
F 6.72581 0.91419 -0.37832
F 5.27759 -0.68965 -0.45968
S 5.04977 1.14047 -2.40440
O 4.84909 2.57420 -2.34174
O 6.19679 0.65529 -3.12350
N 3.53417 0.33287 -2.67484
S 3.75202 -0.41828 -4.06952
O 4.31563 0.43017 -5.10263
O 4.45151 -1.66618 -3.86686
C 1.97160 -0.84976 -4.54878
F 1.36643 -1.64205 -3.68876
F 1.30870 0.30544 -4.69936
F 2.01386 -1.42181 -5.73989
C 1.62688 2.30950 1.38945
F 2.10089 2.78605 2.54387
F 0.59448 3.10056 1.09740
F 2.50085 2.41887 0.39091
S 1.08125 0.52593 1.65616
O 2.24172 -0.20681 2.10815
O 0.10379 0.65013 2.69665
N 0.59433 -0.00294 0.11612
S -0.98923 0.33824 0.07217
O -1.80903 -0.39284 0.99915
O -1.26399 1.75958 -0.00070
C -1.37711 -0.19225 -1.72495
F -0.93355 -1.43932 -1.90494
F -2.69523 -0.23687 -1.89670
F -0.85491 0.68068 -2.55843
C 4.22214 -2.51356 10.09717
O 3.06555 -2.20342 9.34743
C 3.15287 -2.64788 8.00898
C 1.96373 -2.13709 7.20864
O 2.09802 -2.57579 5.88606
C 1.07630 -2.10353 5.04640
H 5.10169 -2.02748 9.65783
H 4.34498 -3.59847 10.14638
H 4.07398 -2.05219 11.07166
H 3.08485 -3.73892 7.97072
H 4.09060 -2.26684 7.59379
H 1.75175 -1.06751 7.31661
H 1.07863 -2.63834 7.63846
H 0.09478 -2.45906 5.37276
H 1.25554 -2.50319 4.04707
H 1.05394 -1.02405 4.87205
C -8.38140 -2.04800 -3.81737
O -7.86805 -1.21987 -2.79110
C -6.60898 -1.65139 -2.34922
C -5.96143 -0.69432 -1.36029
O -6.68000 -0.60749 -0.15292
C -5.84549 -0.11319 0.87520
H -7.65875 -2.21759 -4.62139
H -9.18981 -1.48042 -4.27496
H -8.74102 -2.99042 -3.40322
H -5.90466 -1.79989 -3.17422
H -6.71765 -2.58099 -1.77398
H -5.81576 0.28164 -1.84196
H -4.94991 -1.05353 -1.14455
H -4.94448 -0.72229 1.00792
H -6.37208 -0.13297 1.82757
H -5.55488 0.91714 0.64703
C -0.20539 -3.42079 1.02085
O 0.79866 -3.90128 0.16028
C 1.65052 -4.86131 0.80762
C 2.65118 -5.42937 -0.18387
O 3.34800 -4.41691 -0.85659
C 4.33028 -4.90796 -1.77636
H 0.26524 -2.91958 1.88178
H -0.84602 -4.17816 1.48695
H -0.82098 -2.66967 0.53395
H 0.98707 -5.65211 1.16833
H 2.11283 -4.35728 1.66332
H 2.12873 -6.09275 -0.88177
H 3.35803 -6.01436 0.42209
H 5.23591 -5.11393 -1.19653
H 4.57441 -4.09446 -2.45593
H 3.98047 -5.81698 -2.26382
C 0.17994 -5.00685 -3.83952
O -1.13129 -4.91128 -4.34038
C -1.97930 -4.24658 -3.41491
C -3.38763 -4.21197 -4.00985
O -3.81077 -5.54607 -4.27525
C -4.65519 -6.07988 -3.28098
H 0.20819 -5.69521 -2.99277
H 0.60771 -4.05065 -3.50284
H 0.84419 -5.26448 -4.66351
H -1.53502 -3.25241 -3.32387
H -2.05890 -4.71130 -2.42652
H -3.36635 -3.71490 -4.97888
H -4.06951 -3.67589 -3.34857
H -5.42196 -6.68213 -3.77222
H -5.24560 -5.35227 -2.70965
H -4.08407 -6.66292 -2.55339
C 3.49869 5.63883 -3.37985
O 3.49795 5.37979 -1.99090
C 4.62173 5.83090 -1.28965
C 4.30588 5.79274 0.20675
O 5.42895 5.77471 1.03498
C 6.21921 4.60018 1.02662
H 4.53237 5.60241 -3.73161
H 3.20551 6.66674 -3.64438
H 2.74918 5.02498 -3.87353
H 4.94968 6.83802 -1.56728
H 5.49569 5.18465 -1.43899
H 3.76813 4.84798 0.37783
H 3.61483 6.59806 0.44867
H 6.61740 4.51244 2.03332
H 7.02738 4.71177 0.29733
H 5.64478 3.72098 0.71677
C -0.85188 5.04167 -2.18667
O -0.12220 4.07402 -2.91955
C -0.27018 4.17313 -4.33205
C -1.69403 3.82006 -4.83341
O -1.87120 2.43500 -4.91654
C -3.19130 1.98212 -4.62965
H -0.54557 6.06188 -2.43961
H -0.64769 4.81982 -1.14224
H -1.93593 5.03813 -2.32359
H 0.36571 3.39394 -4.75392
H -0.03504 5.18590 -4.66445
H -1.77798 4.25588 -5.83578
H -2.39447 4.28288 -4.13407
H -3.14931 1.03782 -4.09228
H -3.74003 1.94265 -5.57091
H -3.69489 2.67423 -3.94760
C -1.09889 4.06664 3.48815
O -2.28725 3.39525 3.16223
C -2.67514 2.36930 4.04638
C -3.30609 2.93367 5.29526
O -3.34243 1.98159 6.33690
C -4.25570 2.24260 7.35752
H -0.22435 3.40335 3.53795
H -1.08788 4.52619 4.48135
H -0.87856 4.73999 2.66366
H -1.87887 1.66396 4.30533
H -3.41227 1.79703 3.47808
H -4.29799 3.36127 5.11376
H -2.66753 3.75774 5.64608
H -5.28402 2.36184 6.97968
H -4.05749 3.19158 7.87187
H -4.27501 1.37912 8.01734
*
```

# 3
# C34H57HgN4OP2

A molecular structure, C34H57HgN4OP2 (wB97M-V/def2-TZVPD, the OMol25 dataset).

Summary:
- total energy (Ha) = -2459.83270
- highest occupied orbital energy (spin up / spin down) (eV) = -8.12 / -8.96
- energy above the lowest of the compared OMol25 structures with the same formula, charge and spin (eV) = 1.535
- HOMO-LUMO gap (spin up / spin down) (hartree) = 0.1858 / 0.2372

```
! RIJCOSX wB97M-V def2-TZVPD def2/J DEFGRID3
* xyz 1 1
C 2.49928 0.86097 1.98890
C 1.99820 2.21134 0.15831
C 2.85446 1.98377 2.74446
C 2.24584 3.38129 0.89767
C 2.68824 3.26087 2.20663
H 3.25215 1.80916 3.74073
H 2.15340 4.33566 0.37997
H 2.92174 4.14706 2.78416
N 1.99926 0.99395 0.76304
P 1.45617 -1.85361 2.30882
P -0.07740 2.37294 -2.54700
C 2.74700 -0.54978 2.54571
H 3.67454 -0.94915 2.09975
H 2.93978 -0.47151 3.62283
C -1.05260 -1.37810 -1.73961
O -1.10208 -2.24941 -2.49212
C 1.83900 2.28951 -1.28955
H 2.08266 3.28341 -1.70166
C 0.03583 3.03358 -4.33165
C -1.85108 2.23988 -2.01254
C 2.17534 -3.52985 1.82198
C 0.57616 -1.81220 3.96092
C 0.03047 1.86520 -5.33239
H -0.88533 1.26954 -5.27197
H 0.07335 2.28194 -6.34979
H 0.88974 1.19872 -5.20023
C -1.08856 4.01135 -4.72916
H -2.08945 3.55906 -4.71627
H -1.07954 4.91878 -4.11251
H -0.89620 4.31558 -5.77044
C 1.37433 3.79515 -4.40617
H 1.45336 4.29476 -5.38148
H 1.41166 4.58285 -3.63830
H 2.25309 3.14399 -4.28023
C -2.55101 1.40023 -3.08213
H -2.18522 0.36424 -3.04334
H -3.63070 1.38876 -2.87896
H -2.40858 1.78991 -4.09516
C -1.96184 1.54586 -0.64690
H -1.66748 0.48797 -0.71198
H -1.33045 2.03313 0.10946
H -3.00690 1.57677 -0.29917
C -2.40156 3.66462 -1.82899
H -2.50046 4.22107 -2.76192
H -3.39327 3.60553 -1.36180
H -1.73754 4.23484 -1.16088
C -0.65137 -2.73160 3.88978
H -1.12911 -2.73615 4.88170
H -1.38647 -2.36325 3.16093
H -0.38608 -3.76943 3.64143
C 0.10615 -0.36071 4.17514
H 0.94302 0.34422 4.28304
H -0.53554 -0.02927 3.35032
H -0.48988 -0.31906 5.09964
C 1.45509 -2.22054 5.16033
H 0.89838 -1.96302 6.07566
H 1.64441 -3.29906 5.19295
H 2.41640 -1.69270 5.19878
C 3.37728 -3.32720 0.87610
H 4.20401 -2.79248 1.36442
H 3.75501 -4.31890 0.57937
H 3.10081 -2.79528 -0.04622
C 1.08959 -4.34146 1.07073
H 0.76944 -3.83397 0.14720
H 1.51273 -5.31789 0.78594
H 0.20012 -4.51902 1.69206
C 2.63902 -4.34456 3.03926
H 3.36258 -3.79539 3.65630
H 1.79953 -4.67648 3.66464
H 3.13944 -5.25444 2.67140
Hg 0.05750 -1.17651 0.46411
N 0.65689 0.86641 -2.67138
C 1.84024 1.14603 -2.10949
C 3.12460 0.35823 -2.43855
C 4.10982 1.31470 -3.11481
C 3.75187 -0.15045 -1.15123
C 2.80634 -0.83946 -3.32815
H 3.79123 1.54863 -4.13564
H 4.21661 2.24878 -2.54852
H 5.10081 0.85410 -3.16861
H 2.98619 -0.63237 -0.53171
H 4.54305 -0.88598 -1.37885
H 4.21619 0.65948 -0.57161
H 3.70215 -1.47401 -3.39896
H 1.98328 -1.42273 -2.89735
H 2.53549 -0.51943 -4.34168
N -6.12663 0.64390 3.99892
C -4.95073 0.45014 3.34761
C -3.95063 1.45128 3.34552
C -2.74916 1.18338 2.69583
N -2.48158 0.01077 2.09437
C -3.44212 -0.92732 2.05772
C -4.68749 -0.76015 2.66463
H -6.31465 1.50219 4.50018
H -6.84639 -0.06578 4.01202
H -4.10404 2.40415 3.84864
H -1.95892 1.94197 2.66638
H -3.20744 -1.85110 1.51945
H -5.42863 -1.55746 2.62404
*
```

# 4
# C10H16N7OPt

A molecular structure, C10H16N7OPt (wB97M-V/def2-TZVPD, the OMol25 dataset).

Summary:
- total energy (Ha) = -968.31198
- highest occupied orbital energy (spin up / spin down) (eV) = -10.47 / -11.31
- energy above the lowest of the compared OMol25 structures with the same formula, charge and spin (eV) = 0.000
- <S²> = 2.005
- HOMO-LUMO gap (spin up / spin down) (hartree) = 0.3112 / 0.2935

```
! RIJCOSX wB97M-V def2-TZVPD def2/J DEFGRID3
* xyz 1 3
Pt 0.30834 -0.71619 -0.44745
N 0.38464 -0.10428 -4.66381
C 0.16997 -0.47311 -3.40244
O 0.51597 0.26554 -2.46436
C -0.51025 -1.77317 -3.10362
C 0.00575 -2.29280 -1.76614
H 0.79677 0.79446 -4.85403
H 0.09656 -0.68686 -5.42952
H -0.42094 -2.48030 -3.93278
H -1.57490 -1.52463 -3.01343
H 1.01576 -2.70996 -1.87518
H -0.62407 -3.09803 -1.38402
N 4.31191 -0.33569 2.75591
C 3.56926 0.29527 3.67735
N 4.13940 0.64633 4.83322
N 2.28335 0.59833 3.52554
C 1.73213 0.25351 2.39719
N 1.18876 -0.02243 1.41054
H 5.28645 -0.53270 2.89540
H 3.90260 -0.58238 1.87063
H 5.09978 0.45479 5.05022
H 3.55982 1.09758 5.51950
N -2.91376 -1.16760 -0.59204
C -2.71289 0.09660 -0.13123
C -3.79740 0.95431 0.12516
C -3.55334 2.23505 0.54196
C -2.23395 2.67048 0.70605
C -1.22918 1.77956 0.44057
N -1.45153 0.51163 0.03175
H -3.83402 -1.55911 -0.49086
H -2.13814 -1.81021 -0.53653
H -4.80581 0.59103 -0.01510
H -4.38099 2.90249 0.74053
H -1.99792 3.67165 1.03162
H -0.18815 2.05084 0.54935
*
```

# 5
# C6H6F9N5NiO7S4

A molecular structure, C6H6F9N5NiO7S4 (wB97M-V/def2-TZVPD, the OMol25 dataset).

Summary:
- total energy (Ha) = -5032.50465
- highest occupied orbital energy (spin up / spin down) (eV) = -9.36 / -9.36
- HOMO-LUMO gap (spin up / spin down) (hartree) = 0.2615 / 0.2616

```
! RIJCOSX wB97M-V def2-TZVPD def2/J DEFGRID3
* xyz 0 1
Ni 0.44972 -1.06237 0.29883
F 1.48172 2.43697 -3.06097
C 0.91102 1.27024 -3.35568
F 1.85321 0.37943 -3.63328
F 0.10124 1.41587 -4.38476
S -0.04874 0.72674 -1.87589
O 1.04866 0.42762 -0.90771
O -0.89039 1.82679 -1.52951
N -0.85596 -0.53672 -2.29133
S -0.08424 -1.90781 -2.59893
O 0.90805 -2.18845 -1.55993
O 0.31312 -2.07594 -3.95633
C -1.47536 -3.09292 -2.32742
F -2.18917 -2.74825 -1.26292
F -0.94860 -4.29367 -2.14265
F -2.25180 -3.10120 -3.39878
C -0.41540 4.29032 2.55447
C -1.25351 3.21071 1.98090
N -2.51692 3.27532 1.73641
N -2.82971 2.02012 1.28178
C -1.80113 1.17849 1.23724
S -1.85839 -0.45337 0.82447
N -0.77275 1.94187 1.69624
N 0.52853 1.50263 1.74383
H -1.05479 5.13012 2.81086
H 0.34266 4.62632 1.84442
H 0.09104 3.93813 3.45437
H -3.75364 1.82273 0.94062
H 1.14878 2.11334 1.23620
H 0.83914 1.29489 2.68000
F 2.99557 -1.91198 0.46157
C 2.67285 -3.05107 1.10594
F 2.67718 -4.04332 0.23559
F 3.59066 -3.25995 2.03828
S 1.01927 -2.85554 1.94542
O 1.05900 -1.45812 2.37804
O 0.97534 -3.86771 2.93838
O -0.00624 -2.92025 0.86222
*
```

# 6
# C30H21FeN7O2

A molecular structure, C30H21FeN7O2 (wB97M-V/def2-TZVPD, the OMol25 dataset).

Summary:
- total energy (Ha) = -2953.21826
- highest occupied orbital energy (spin up / spin down) (eV) = -10.64 / -10.61
- energy above the lowest of the compared OMol25 structures with the same formula, charge and spin (eV) = 0.000
- <S²> = 8.777
- HOMO-LUMO gap (spin up / spin down) (hartree) = 0.2809 / 0.2037

```
! RIJCOSX wB97M-V def2-TZVPD def2/J DEFGRID3
* xyz 1 6
Fe 1.48883 -1.81733 -0.37384
O 4.92209 -0.66213 1.49833
C 3.85496 -1.08976 1.12149
N 3.22971 -0.92326 -0.07807
C 3.74111 -0.25199 -1.15803
C 4.89891 0.54381 -1.17685
C 5.26399 1.15950 -2.34639
C 4.51898 0.99139 -3.53192
C 3.39510 0.21105 -3.56043
C 2.96862 -0.41747 -2.37288
N 1.87851 -1.22612 -2.22368
C 1.09737 -1.69298 -3.24658
O 1.04954 -1.32912 -4.39901
C 0.20802 -2.84497 -2.77947
C -0.50792 -3.57122 -3.70544
C -1.26658 -4.64713 -3.26873
C -1.28965 -4.94972 -1.91964
C -0.55212 -4.16524 -1.05295
N 0.18711 -3.13301 -1.46859
C 3.01757 -1.95867 2.06420
C 3.49252 -2.26566 3.32122
C 2.68712 -2.99681 4.18047
C 1.42538 -3.37891 3.75871
C 1.02753 -3.04460 2.47904
N 1.81212 -2.36336 1.63571
H 5.48075 0.65773 -0.27646
H 6.14607 1.78666 -2.35823
H 4.84024 1.48738 -4.43872
H 2.83149 0.07628 -4.46999
H -0.44529 -3.28231 -4.74559
H -1.82854 -5.24561 -3.97366
H -1.86579 -5.78116 -1.53851
H -0.54850 -4.36844 0.01040
H 4.47769 -1.91381 3.59550
H 3.03351 -3.25555 5.17249
H 0.75573 -3.92472 4.40859
H 0.04469 -3.31518 2.11257
N -3.70671 3.33563 0.11153
C -4.47363 4.23892 0.81775
C -5.48887 5.11569 0.43501
C -6.04055 5.88416 1.43524
C -5.60196 5.78803 2.77113
C -4.59953 4.91985 3.13791
C -4.02533 4.13100 2.13780
N -3.01308 3.19007 2.22531
C -2.85645 2.74788 1.01163
C -1.86728 1.72366 0.65595
C -1.72413 1.21284 -0.62815
C -0.76671 0.24683 -0.86789
N 0.03815 -0.23143 0.08357
C -0.09407 0.27001 1.31968
C -1.02052 1.23394 1.64621
H -3.75699 3.16497 -0.87683
H -5.82864 5.19280 -0.58961
H -6.83163 6.58078 1.18993
H -6.06741 6.41426 3.52079
H -4.25712 4.84095 4.16133
H -2.33988 1.55027 -1.45124
H -0.63035 -0.15175 -1.86611
H 0.58260 -0.11711 2.07131
H -1.10074 1.62019 2.65271
*
```

# 7
# C2HFN2O2

C2HFN2O2 in the gas phase (wB97M-V/def2-TZVPD, the OMol25 dataset).

Summary:
- total energy (Ha) = -436.38638
- highest occupied orbital energy (spin up / spin down) (eV) = -7.28 / -10.91
- energy above the lowest of the compared OMol25 structures with the same formula, charge and spin (eV) = 2.462
- <S²> = 2.035
- HOMO-LUMO gap (spin up / spin down) (hartree) = 0.2933 / 0.3262

```
! RIJCOSX wB97M-V def2-TZVPD def2/J DEFGRID3
* xyz 0 3
C -0.24645 0.15263 0.07836
C -1.30778 -0.76557 -0.01664
N -0.69132 1.38178 0.01113
N -2.58078 0.16184 -0.05779
O -3.74831 -0.09610 0.07245
O -2.00239 1.44595 -0.05252
F -1.50483 -2.10148 -0.02846
H 0.80386 -0.18942 0.16174
*
```

# 8
# C3H7N3O

C3H7N3O in the gas phase (wB97M-V/def2-TZVPD, the OMol25 dataset).

Summary:
- total energy (Ha) = -358.00656
- highest occupied orbital energy (eV) = -9.47
- energy above the lowest of the compared OMol25 structures with the same formula, charge and spin (eV) = 1.179
- HOMO-LUMO gap (hartree) = 0.3760
- SMILES string = [H]/N=C/NC(=O)NC

```
! RIJCOSX wB97M-V def2-TZVPD def2/J DEFGRID3
* xyz 0 1
H -2.43280 -1.74022 0.69530
N -2.27151 -0.73558 0.76465
C -1.53192 -0.35816 -0.18737
N -1.18081 1.01135 -0.35614
C 0.15863 1.28682 -0.18460
O 0.75455 2.25042 -0.61610
N 0.73069 0.23431 0.52777
C 1.87965 -0.47620 0.03189
H -1.06465 -1.02840 -0.92276
H -1.80586 1.68964 -0.77250
H 0.25269 -0.08883 1.35198
H 1.79143 -0.61394 -1.05309
H 1.90028 -1.47084 0.48787
H 2.81963 0.03964 0.23310
*
```